Entry 1:
# C32H29ClIrN5O2S

A structure of composition C32H29ClIrN5O2S (ωB97M-V/def2-TZVPD, OMol25).

Each line ends with the Löwdin spin population.
Element x y z (Å)
Ir 0.696 -0.065 -0.196  0.024
Cl -2.941 3.923 -5.013  0.000
C -1.833 3.188 -3.925  0.000
C -0.676 3.889 -3.529  0.000
C 0.225 3.334 -2.657  0.000
C 0.027 2.049 -2.124  0.000
O 0.945 1.589 -1.300  0.000
C -1.126 1.323 -2.543  0.001
C -1.410 -0.016 -2.198  0.001
N -0.739 -0.796 -1.392  0.001
C -1.109 -2.142 -1.120  0.003
C -1.962 -2.918 -1.861  0.002
C -2.227 -4.248 -1.472  0.001
C -1.627 -4.796 -0.373  0.002
C -0.715 -4.031 0.393  0.000
C -0.005 -4.542 1.505  0.000
C 0.895 -3.747 2.161  0.000
C 1.091 -2.432 1.720  0.000
N 0.437 -1.919 0.694  0.000
C -0.464 -2.701 0.014  0.005
C -2.047 1.932 -3.446  0.001
H -0.506 4.882 -3.925  0.000
H 1.109 3.881 -2.360  0.000
H -2.293 -0.447 -2.665  0.000
H -2.420 -2.543 -2.767  0.000
H -2.904 -4.841 -2.071  0.000
H -1.822 -5.823 -0.092  0.000
H -0.176 -5.563 1.821  0.000
H 1.462 -4.112 3.005  0.000
H 1.802 -1.783 2.214  0.000
H -2.922 1.379 -3.765  0.000
N -1.029 1.649 3.226  0.137
C -2.400 1.464 3.338  0.104
C -3.080 1.908 4.467  -0.006
C -4.444 1.716 4.542  0.081
C -5.147 1.083 3.501  0.051
C -4.486 0.635 2.382  0.005
C -3.100 0.823 2.295  0.125
S -2.300 0.249 0.894  0.330
N -0.702 0.665 1.127  0.131
C -0.252 1.291 2.196  0.005
C 1.185 1.650 2.192  0.000
C 1.749 2.528 3.097  -0.004
C 3.052 2.967 2.887  0.000
C 3.712 2.555 1.749  -0.004
C 3.083 1.659 0.891  -0.001
N 1.871 1.170 1.128  -0.002
H -0.578 2.113 4.003  0.003
H -2.546 2.400 5.271  -0.002
H -4.982 2.061 5.414  0.003
H -6.216 0.947 3.584  0.002
H -5.023 0.146 1.579  -0.002
H 1.205 2.917 3.947  0.000
H 3.518 3.650 3.585  0.000
H 4.704 2.914 1.513  0.000
H 3.561 1.337 -0.016  0.000
C 4.186 -1.163 -0.220  0.000
C 3.513 -0.634 -1.464  0.000
O 2.106 -1.012 -1.469  0.000
C 1.700 -1.537 -2.779  0.000
C 1.650 -0.482 -3.853  0.000
H 5.175 -0.716 -0.115  0.000
H 4.315 -2.243 -0.285  0.000
H 3.616 -0.939 0.683  0.000
H 3.958 -1.097 -2.343  0.000
H 3.577 0.444 -1.605  0.000
H 0.748 -2.026 -2.621  0.000
H 2.432 -2.312 -3.013  0.000
H 0.929 0.308 -3.631  0.000
H 1.348 -0.965 -4.784  0.000
H 2.625 -0.029 -4.026  0.000

Expectation value of S²: 0.764
LUMO (alpha / beta): -0.3569 / -0.4258 Ha
E_tot: -2622.92522 Ha
Energy above the lowest of the compared OMol25 structures with the same formula, charge and spin: 0.000 eV
HOMO (alpha / beta): -15.32 / -15.31 eV
Multiplicity: 2
HOMO-LUMO gap (alpha / beta): 0.2060 / 0.1369 Eh
Net charge: +3


Entry 2:
# C32H29F49GaO7S

A structure of composition C32H29F49GaO7S at a distorted geometry (ωB97M-V/def2-TZVPD, OMol25).

Each line ends with the Löwdin charge.
Element x y z (Å)
C -1.095 2.416 2.874  -0.198
S -1.371 0.944 1.823  0.477
O -2.814 0.641 1.879  -0.473
O -1.004 1.279 0.424  -0.483
Ga -0.162 -0.933 2.604  0.373
C 1.606 -1.020 1.537  -0.296
C 2.885 -0.889 2.413  -0.169
C 3.445 0.509 2.599  -0.460
F 4.766 0.429 2.885  0.113
F 2.876 1.047 3.706  0.106
C 3.219 1.533 1.470  -0.370
F 1.956 1.886 1.330  0.167
F 3.829 2.679 1.883  0.125
C 3.882 1.219 0.100  -0.372
F 5.188 1.483 0.238  0.160
F 3.768 -0.027 -0.312  0.189
C 3.396 2.129 -1.063  -0.606
F 4.103 1.771 -2.137  0.168
F 3.665 3.392 -0.867  0.205
F 2.154 1.929 -1.387  0.218
H -0.876 3.273 2.225  0.045
H -0.309 2.253 3.618  0.043
H -2.016 2.673 3.412  0.049
H 0.127 -0.846 4.172  -0.083
H -1.035 -2.222 2.220  -0.075
H 1.570 -0.359 0.663  0.030
H 1.617 -2.039 1.129  0.031
H 2.647 -1.293 3.406  0.103
H 3.664 -1.558 2.017  0.117
C -0.978 -6.023 -2.303  -0.034
C -1.086 -4.794 -1.382  -0.435
C 0.081 -3.805 -1.421  -0.301
F 1.276 -4.377 -1.143  0.088
F -0.118 -2.821 -0.528  0.096
F -1.342 -5.220 -0.126  0.132
F -2.181 -4.090 -1.764  0.105
O -0.460 -7.238 -1.758  0.046
C 0.909 -7.397 -1.649  -0.533
C 1.399 -7.361 -0.197  -0.271
F 0.946 -6.290 0.465  0.110
F 2.761 -7.308 -0.175  0.077
F 1.537 -6.502 -2.433  0.140
F 1.194 -8.614 -2.161  0.140
H -2.005 -6.279 -2.563  0.148
H -0.500 -5.779 -3.252  0.144
H 0.142 -3.336 -2.405  0.147
H 1.074 -8.254 0.341  0.176
C 2.547 6.605 -0.427  -0.044
C 3.476 7.819 -0.607  -0.439
C 3.959 8.523 0.664  -0.296
F 2.951 8.948 1.450  0.094
F 4.688 9.619 0.326  0.088
F 2.892 8.697 -1.451  0.125
F 4.591 7.363 -1.247  0.105
O 1.140 6.820 -0.494  0.051
C 0.477 7.300 0.623  -0.536
C -0.011 8.742 0.451  -0.278
F 0.968 9.565 0.028  0.093
F -0.456 9.222 1.637  0.096
F 1.246 7.136 1.716  0.140
F -0.600 6.513 0.796  0.156
H 2.745 5.958 -1.281  0.142
H 2.817 6.009 0.444  0.145
H 4.601 7.857 1.248  0.174
H -0.827 8.782 -0.273  0.175
C 5.991 -8.352 4.479  -0.049
C 6.723 -7.073 4.920  -0.442
C 5.967 -6.123 5.855  -0.302
F 4.788 -5.717 5.352  0.101
F 6.715 -5.013 6.069  0.096
F 7.162 -6.421 3.824  0.131
F 7.839 -7.477 5.595  0.099
O 5.290 -8.339 3.241  0.046
C 4.019 -7.784 3.195  -0.521
C 3.972 -6.460 2.428  -0.287
F 4.909 -5.589 2.855  0.098
F 2.771 -5.872 2.603  0.111
F 3.527 -7.683 4.445  0.138
F 3.237 -8.676 2.552  0.145
H 6.775 -9.091 4.318  0.147
H 5.374 -8.764 5.279  0.144
H 5.789 -6.603 6.822  0.173
H 4.127 -6.629 1.364  0.157
C -0.861 0.906 -3.720  -0.030
C -2.197 1.535 -3.291  -0.426
C -2.816 1.019 -1.985  -0.292
F -3.016 -0.311 -1.991  0.100
F -4.031 1.606 -1.801  0.077
F -3.078 1.442 -4.319  0.110
F -1.960 2.865 -3.117  0.108
O -0.880 -0.198 -4.633  0.050
C -1.158 -1.444 -4.112  -0.531
C -2.523 -2.000 -4.541  -0.274
F -3.525 -1.127 -4.342  0.105
F -2.790 -3.096 -3.796  0.086
F -1.005 -1.408 -2.780  0.136
F -0.205 -2.285 -4.583  0.130
H -0.336 1.683 -4.274  0.147
H -0.226 0.694 -2.860  0.144
H -2.184 1.272 -1.126  0.121
H -2.514 -2.267 -5.600  0.173
C -7.152 2.979 -2.098  -0.032
C -6.809 4.418 -1.673  -0.441
C -7.550 4.982 -0.457  -0.293
F -8.892 4.948 -0.590  0.087
F -7.202 6.282 -0.278  0.090
F -6.948 5.235 -2.743  0.121
F -5.487 4.427 -1.360  0.117
O -8.138 2.797 -3.117  0.047
C -9.477 2.854 -2.780  -0.539
C -10.173 4.107 -3.322  -0.282
F -9.509 5.234 -3.014  0.097
F -11.414 4.211 -2.786  0.092
F -9.620 2.713 -1.450  0.139
F -10.060 1.775 -3.342  0.144
H -6.243 2.584 -2.550  0.138
H -7.340 2.333 -1.241  0.150
H -7.273 4.431 0.446  0.176
H -10.263 4.050 -4.409  0.173

LUMO: 0.0696 Ha
E_tot: -8979.91275 Ha
HOMO: -5.71 eV
Multiplicity: 1
HOMO-LUMO gap: 0.2794 Eh
Net charge: -1


Entry 3:
# C32H29FeI2N11O4S4

A structure of composition C32H29FeI2N11O4S4 at a distorted geometry (ωB97M-V/def2-TZVPD, OMol25).

Each line ends with the Löwdin charge.
Element x y z (Å)
Fe -0.283 -1.191 1.035  0.154
I 0.816 0.157 -3.921  0.926
C 0.444 -1.667 -2.992  -0.635
C 0.374 -2.826 -3.780  -0.239
C 0.175 -4.062 -3.228  -0.679
I 0.113 -5.728 -4.488  0.864
C 0.012 -4.198 -1.826  -0.211
C -0.145 -5.413 -1.118  -0.042
C -0.283 -5.399 0.241  -0.036
C -0.323 -4.168 0.918  -0.106
N -0.202 -3.028 0.282  0.044
C 0.026 -3.020 -1.058  -0.142
C 0.305 -1.706 -1.608  -0.440
O 0.443 -0.718 -0.794  -0.206
H 0.495 -2.731 -4.851  0.070
H -0.140 -6.348 -1.663  0.059
H -0.375 -6.318 0.804  0.105
H -0.459 -4.106 1.993  0.104
S -0.221 0.902 2.043  0.674
C -0.630 0.122 3.499  -1.083
S -0.992 -1.549 3.286  0.658
C -0.683 0.758 4.741  -0.395
C -1.063 0.060 5.919  -0.291
N -1.356 -0.488 6.892  0.107
C -0.405 2.143 4.887  -0.285
N -0.200 3.271 5.030  0.111
C -4.757 4.568 -1.076  -0.101
C -3.917 4.199 -2.299  -0.257
C -2.726 3.373 -1.922  -0.635
N -2.791 2.130 -1.605  0.029
N -1.598 1.586 -1.208  -0.002
C -0.623 2.447 -1.244  -0.742
N 0.638 2.146 -0.875  0.082
S -1.120 4.033 -1.767  1.057
H -5.640 5.140 -1.366  0.066
H -4.176 5.164 -0.371  0.076
H -5.081 3.665 -0.559  0.066
H -3.588 5.102 -2.816  0.094
H -4.516 3.621 -3.005  0.107
H 0.844 1.148 -0.852  0.041
H 1.382 2.781 -1.092  0.093
O 9.752 -3.110 0.627  -0.375
S 8.767 -4.111 0.244  0.385
O 7.962 -3.766 -0.910  -0.375
O 9.251 -5.479 0.262  -0.378
C 7.606 -4.050 1.653  -0.345
N 8.016 -4.625 2.786  0.113
C 7.174 -4.572 3.805  -0.133
C 5.931 -3.967 3.730  -0.009
C 5.604 -3.382 2.514  -0.217
N 6.447 -3.426 1.483  0.164
C 4.298 -2.705 2.279  -0.139
C 3.945 -2.284 1.002  0.020
C 2.698 -1.721 0.800  -0.087
N 1.778 -1.555 1.763  0.020
C 2.148 -1.907 2.999  -0.125
C 3.376 -2.475 3.291  0.000
H 7.504 -5.039 4.729  0.102
H 5.264 -3.962 4.579  0.094
H 4.641 -2.409 0.184  0.119
H 2.403 -1.390 -0.185  0.104
H 1.426 -1.730 3.781  0.055
H 3.586 -2.728 4.321  0.103
C -3.256 0.012 1.094  -0.175
C -4.758 0.034 0.723  -0.150
N -5.133 -1.152 -0.052  -0.163
C -4.855 -2.334 0.761  -0.162
C -3.376 -2.365 1.224  -0.178
N -2.622 -1.243 0.621  -0.172
C -2.795 -1.340 -0.850  -0.143
C -4.286 -1.212 -1.242  -0.155
H -3.107 0.054 2.172  0.093
H -2.721 0.838 0.647  0.058
H -4.990 0.917 0.125  0.098
H -5.383 0.060 1.620  0.112
H -5.100 -3.217 0.164  0.109
H -5.524 -2.323 1.625  0.110
H -2.900 -3.302 0.919  0.103
H -3.295 -2.272 2.302  0.061
H -2.397 -2.304 -1.170  0.110
H -2.200 -0.550 -1.300  0.081
H -4.607 -2.065 -1.846  0.109
H -4.448 -0.303 -1.825  0.103

LUMO (alpha / beta): 0.1101 / 0.1101 Ha
E_tot: -5592.13398 Ha
Energy above the lowest of the compared OMol25 structures with the same formula, charge and spin: 0.586 eV
HOMO (alpha / beta): -3.12 / -3.12 eV
Multiplicity: 1
HOMO-LUMO gap (alpha / beta): 0.2248 / 0.2249 Eh
Net charge: -2